1.
Formula: C5H8O
Source: the Open Molecules 2025 dataset
Level of theory: ωB97M-V/def2-TZVPD

```
14
Properties=species:S:1:pos:R:3:forces:R:3:mulliken_charge:R:1
O 0.285136 -0.880185 -1.681581 0.3 0.3 0.2 -0.49
C 1.862782 -0.662880 0.112824 0.0 -0.1 0.1 -0.77
C -2.125472 -0.238202 0.143129 -0.1 0.0 0.0 -1.21
C -0.516975 1.744208 0.924791 -0.3 -0.3 -0.1 -0.11
C 1.112788 -0.208135 -1.111542 -0.1 -0.2 -0.1 0.05
C -1.246742 0.849181 0.577740 0.3 0.4 0.1 0.08
H 1.270082 -1.392748 0.669326 0.1 0.1 -0.1 0.23
H 0.111332 2.549788 1.238864 -0.1 -0.2 -0.1 0.36
H 1.394257 0.792026 -1.503048 -0.1 -0.1 0.0 0.35
H 2.123429 0.180456 0.758318 -0.1 -0.1 -0.1 0.27
H -3.146641 -0.077052 0.502935 0.2 0.0 0.0 0.32
H -2.143841 -0.310937 -0.948187 0.0 0.1 0.2 0.30
H 2.794029 -1.145224 -0.210837 -0.1 0.1 0.0 0.33
H -1.774160 -1.200297 0.527269 0.0 0.1 0.0 0.28
```
Forces are in eV/Å.

## Properties
energy relative to the best compared isomer or geometry (same formula, charge and spin): 55.1 kcal per mole
charge: 0

2.
Formula: C32H46BF3N4O14
Source: the Open Molecules 2025 dataset
Level of theory: ωB97M-V/def2-TZVPD

```
100
Properties=species:S:1:pos:R:3:forces:R:3:mulliken_charge:R:1
F 0.140319 0.336722 -7.453512 1.4 -3.9 1.4 -0.19
F 0.748040 -2.024070 -7.848763 -2.7 3.4 0.4 -0.22
F -2.063629 -1.995127 -6.058970 3.5 -0.6 -0.2 -0.29
O -0.211333 -0.392325 8.957689 -0.8 0.7 -0.3 -0.55
O -5.675689 1.686870 3.585336 0.6 0.2 0.6 -0.32
O 3.672108 -0.570403 -2.231709 -2.8 0.0 -1.3 -0.70
O 0.980384 -5.552917 3.071353 -0.3 0.5 -0.3 -0.34
O -3.433666 1.725012 3.445267 -0.7 0.4 0.7 -0.28
O -4.737454 -2.094347 -0.747912 -0.1 -0.4 -1.3 -0.48
O -5.958462 -2.784941 -2.528224 0.6 0.0 0.3 -0.36
O -2.268922 0.043268 8.110351 0.8 0.1 0.3 -0.33
O -0.105595 -3.668689 3.640313 0.3 -0.4 -0.5 -0.21
O -0.952157 1.743204 8.765749 0.0 -0.7 0.1 -0.33
O -4.448979 2.375142 5.365241 -0.1 -0.3 -0.9 -0.60
O 5.918540 5.216160 -0.285277 -2.6 -4.5 1.4 -0.60
O 0.237267 -4.149932 1.451302 0.3 -0.5 1.2 -0.49
O -3.712783 -2.764719 -2.657034 -0.3 0.2 0.3 -0.20
N 3.918646 4.366664 0.607936 0.6 -1.9 -0.3 0.16
N 2.491594 0.827122 0.611715 -3.2 -0.4 -6.3 -0.61
N -1.847093 1.325009 -0.587707 4.5 -3.9 -3.7 -0.75
N -1.775299 -2.091205 0.234215 4.3 1.3 -1.5 -0.67
C 1.394503 0.774728 -2.012287 -0.2 0.5 2.1 1.21
C 0.359556 -4.430730 2.612229 -0.2 0.3 -1.2 0.53
C -3.906819 1.046081 2.289653 0.5 -0.6 -0.9 0.14
C -0.093908 -1.583669 -4.408086 -2.1 0.3 -0.1 0.27
C -5.621722 -3.029852 -3.886043 -0.6 0.0 -0.7 -0.40
C 0.058731 -0.188017 -2.070110 -1.0 1.2 1.2 2.36
C -0.695361 -1.499989 -5.917414 0.4 1.3 0.8 0.02
C 0.045753 -1.026383 -7.064101 -0.5 -1.3 0.1 0.07
C 2.868288 4.103895 -0.428496 -0.9 0.4 -0.5 -0.52
C 1.953340 0.764901 -0.479835 2.2 0.3 3.3 -0.76
C -4.513236 1.966477 4.235733 0.1 0.2 0.6 0.65
C -4.797874 -2.509014 -1.870970 -0.2 0.5 1.5 0.59
C -4.185026 -3.447489 -3.809878 0.5 -0.5 -0.7 -0.08
C 3.396210 3.465534 -1.804319 -0.2 -0.3 -1.1 -0.05
C 0.239476 -1.586254 -1.288783 0.4 -0.9 1.6 -0.61
C -2.056464 2.318768 8.080359 -0.1 0.9 -0.3 -0.24
C -0.541000 -0.294818 -3.558349 -0.6 0.3 -0.4 -0.84
C -1.064396 0.391668 8.640591 0.8 -0.7 0.3 0.66
C -1.058885 0.639928 -1.213183 -2.5 2.7 1.9 -0.60
C 6.102419 2.778540 0.063580 -1.0 -0.1 -0.9 -0.77
C 0.152428 -1.184282 1.554544 0.2 0.5 0.0 -1.10
C 2.754649 0.291557 -4.542064 0.4 -0.2 -0.8 0.07
C 2.170425 3.241990 -2.870738 0.0 1.1 0.8 -1.15
C 0.988075 2.306529 -2.312011 -0.2 1.2 -0.4 -0.46
C 0.029701 -4.438616 4.825713 -0.4 0.2 0.9 -0.34
C 3.652172 3.669990 1.903884 0.5 0.5 1.6 -0.78
C 1.117407 -5.407703 4.477680 0.5 -0.5 0.5 -0.36
C 3.512114 -0.997392 -5.223846 -0.8 0.2 -0.7 -0.91
C -5.345476 1.453068 2.223003 -0.5 -0.1 -0.8 -0.34
C -3.069324 1.217095 8.086763 -1.1 0.1 -0.3 -0.03
C 5.295937 4.165085 0.114878 2.8 4.0 -0.9 0.37
C -0.518676 -1.625203 0.163169 -2.8 -0.9 1.0 0.55
B 2.610237 0.181339 -2.926487 1.6 -0.9 0.1 -0.72
H 3.372504 -1.515307 -2.351796 0.9 1.1 0.3 0.34
H -0.304097 0.633977 -4.218024 -0.2 -1.5 1.5 0.26
H 2.356472 5.117518 -0.668848 0.8 -1.6 0.2 0.09
H 4.141145 4.155792 -2.373219 -1.2 -1.0 1.3 0.53
H -2.011727 -2.349698 -0.752708 -0.3 0.1 1.0 0.10
H 3.686783 -1.851777 -4.480439 0.1 1.4 -1.1 0.21
H 4.481338 -0.651826 -5.759859 -1.6 -0.9 1.2 0.28
H 4.183968 4.297014 2.726379 -0.9 -1.1 -1.3 0.30
H 1.708173 4.304946 -2.992775 0.6 -1.8 0.1 0.48
H -5.979731 0.673854 1.797006 0.0 0.1 0.2 0.30
H -0.446046 -1.549028 2.479222 0.8 0.4 -2.1 0.31
H 1.745763 0.462506 -5.086027 1.7 0.0 0.9 0.21
H 0.592634 2.825721 -1.349046 0.7 -1.2 -1.6 0.40
H -6.259615 -3.807203 -4.310249 0.0 0.1 0.2 0.32
H -0.922326 -4.935268 5.035466 0.1 0.0 0.0 0.26
H 2.055041 3.455621 0.090551 1.5 0.9 -1.2 0.15
H 2.551731 2.963223 -3.922522 -0.6 0.2 1.8 0.23
H 0.108785 2.404395 -3.068774 1.5 -0.6 1.3 0.53
H -5.759513 -2.106452 -4.456683 0.0 0.0 0.0 0.27
H -3.617727 -3.153683 -4.694816 0.0 0.0 0.2 0.10
H 2.527325 3.690506 2.193687 2.0 -0.1 -0.8 0.30
H 0.996635 -6.368594 4.980893 0.0 0.0 -0.2 0.29
H -3.699669 1.233082 8.981294 0.1 0.0 0.0 0.25
H 2.114589 -5.014531 4.696906 -0.1 0.0 0.0 0.27
H -1.699338 -0.280550 -3.449259 2.0 -0.3 -0.3 0.38
H 1.347650 -1.847626 -1.041067 -1.7 0.8 -0.7 0.08
H -5.493183 2.379033 1.659005 0.0 0.0 0.1 0.29
H 3.965875 2.476802 -1.635284 -1.0 1.4 -0.1 -0.02
H 6.463661 2.657224 -1.035781 -0.6 0.4 1.9 0.24
H 7.042778 2.747743 0.714164 -1.6 0.2 -0.7 0.31
H -3.346327 1.349448 1.403533 0.1 0.0 0.3 -0.04
H -1.741785 2.592159 7.068979 -0.1 -0.1 0.1 0.22
H 5.354565 1.930458 0.252378 1.4 1.0 0.0 0.23
H -0.168952 -2.508751 -1.846483 0.5 1.7 0.7 0.47
H -3.782735 -0.030754 2.437131 0.0 0.1 0.0 0.21
H -4.069624 -4.524463 -3.654957 0.0 0.1 0.0 0.24
H 0.292514 -3.803735 5.673670 -0.1 0.1 -0.2 0.32
H 1.022062 -1.832244 -4.386177 -1.6 0.7 -0.4 0.19
H -3.708278 1.234294 7.202293 0.2 -0.1 0.1 0.07
H 4.079667 2.608268 1.983805 -0.9 1.3 -0.3 0.27
H 2.809175 -1.423679 -6.044175 1.3 0.7 1.3 0.20
H 0.245471 -0.030934 1.676102 -0.2 -2.0 -0.5 0.21
H 1.217546 -1.599703 1.630128 -1.5 0.6 -0.2 0.22
H -0.634514 -2.502591 -3.939469 0.8 1.5 -1.0 0.37
H 3.442352 1.197054 -4.791807 -1.3 -1.3 0.6 0.41
H -2.410103 3.213498 8.595515 0.2 -0.1 0.0 0.31
```
Forces are in eV/Å.

## Properties
charge: 0

| no. | E (eV) |
| --- | --- |
| 1 | -7359.867 |
| 2 | -77373.259 |